The following is a DFT calculation (ωB97M-V/def2-TZVPD) of one molecule with the formula C4H6O2.

LUMO: 0.79 eV
HOMO-LUMO gap: 10.12 eV
SMILES: C=COCC=O
energy above the lowest of the compared OMol25 structures with the same formula, charge and spin: 197.99 kJ/mol

```
12
Properties=species:S:1:pos:R:3:forces:R:3
C -2.4666 -0.3236 0.0055 -0.0653 0.1785 0.0448
C -1.2790 0.2628 -0.0908 0.2533 1.3083 0.0758
C 1.0361 0.3762 0.0647 0.1654 -0.2792 -0.3166
C 2.2545 -0.5070 -0.0299 1.6066 0.2430 -0.1936
H -3.3829 0.2874 -0.0065 0.6374 -0.4907 -0.0535
H -2.5189 -1.4119 0.1232 -0.1213 0.5071 -0.0669
H -1.1038 1.3843 -0.1823 -0.5930 -1.4872 0.0685
H 1.0886 1.1502 -0.7186 -0.0077 -0.2281 0.1317
H 1.0489 0.8653 1.0303 0.0828 0.2721 0.3777
H 2.0515 -1.6330 -0.0992 0.3283 1.1453 0.0936
O -0.1033 -0.4385 -0.0561 -0.5095 -0.0086 -0.2007
O 3.3749 -0.0121 -0.0401 -1.7773 -1.1605 0.0393
```
Forces are in eV/Å.

Atom charges from the natural (NBO) analysis, given in e for atoms 1 to 5: number 1, C, carries -0.492; number 2, C, carries 0.129; number 3, C, carries -0.178; number 4, C, carries 0.423; number 5, H, carries 0.219

=====

The following is a DFT calculation (ωB97M-V/def2-TZVPD) of one molecule with the formula C4H6O2.

LUMO: 1.09 eV
HOMO-LUMO gap: 11.59 eV
SMILES: O=COC1CC1
energy above the lowest of the compared OMol25 structures with the same formula, charge and spin: 126.63 kJ/mol

```
12
Properties=species:S:1:pos:R:3:forces:R:3
O 2.1783 0.3287 1.3011 -0.0468 -0.1959 -0.4778
C 2.1760 0.0546 0.1316 0.0828 0.0558 0.3473
O 1.0879 -0.1622 -0.6253 0.0673 -0.0438 0.0420
C -0.1059 -0.3714 0.1076 -0.1780 -0.1385 0.1833
C -1.3760 -0.4214 -0.6631 -0.0653 -0.1359 -0.1254
C -1.1120 0.7110 0.3021 -0.0064 0.1715 0.0925
H 3.0778 -0.1025 -0.4765 -0.0676 0.2269 -0.0088
H 0.0470 -1.0749 0.9185 -0.0768 0.0854 -0.0564
H -1.3338 -0.1807 -1.7212 0.0616 -0.0516 0.1732
H -2.0887 -1.1960 -0.3973 0.0795 0.1598 -0.0510
H -0.9107 1.6863 -0.1288 0.0414 -0.1578 0.0449
H -1.6399 0.7285 1.2513 0.1082 0.0243 -0.1637
```
Forces are in eV/Å.

Atom charges from the natural (NBO) analysis, given in e for atoms 1 to 5: number 1, O, carries -0.571; number 2, C, carries 0.648; number 3, O, carries -0.495; number 4, C, carries 0.063; number 5, C, carries -0.435

=====

The following is a DFT calculation (ωB97M-V/def2-TZVPD) of C4H6O2 as an isolated structure.

LUMO: -0.29 eV
HOMO-LUMO gap: 8.98 eV
energy above the lowest of the compared OMol25 structures with the same formula, charge and spin: 345.14 kJ/mol

```
12
Properties=species:S:1:pos:R:3:forces:R:3
C -1.9034 0.0390 0.0007 -0.0691 0.0420 0.0242
C -0.5654 0.7026 -0.1827 -0.0237 0.3667 -0.0423
O -0.4009 1.8925 -0.3352 -0.0786 -0.5130 0.0632
C 0.6388 -0.2060 -0.1829 0.2573 0.0050 0.0440
O 0.5697 -1.3633 -0.7377 0.1458 0.0506 0.0377
C 1.9417 0.0282 0.2938 -0.0943 0.3672 0.1923
H -2.6749 0.8053 0.0940 0.1190 -0.1040 -0.0304
H -2.1172 -0.6129 -0.8523 0.0640 0.0852 0.1010
H -1.8929 -0.5952 0.8942 0.0302 0.0723 -0.1222
H 2.2216 -0.6574 1.0975 -0.0354 -0.0081 -0.1737
H 1.8264 -1.1884 -0.5710 -0.2482 -0.2114 -0.0754
H 2.3342 1.0352 0.4069 -0.0669 -0.1525 -0.0184
```
Forces are in eV/Å.

Atom charges from the natural (NBO) analysis, given in e for atoms 1 to 5: number 1, C, carries -0.717; number 2, C, carries 0.518; number 3, O, carries -0.490; number 4, C, carries 0.415; number 5, O, carries -0.619

=====

The following is a DFT calculation (ωB97M-V/def2-TZVPD) of a 2-piece molecular cluster, C4H6O2 overall.

LUMO: -0.25 eV
HOMO-LUMO gap: 9.52 eV
SMILES: O=C=O.C=CC
energy above the lowest of the compared OMol25 structures with the same formula, charge and spin: 191.75 kJ/mol

```
12
Properties=species:S:1:pos:R:3:forces:R:3
C 0.5117 0.2460 0.4930 2.9632 1.1722 -0.7386
C 0.8337 1.2083 -0.4101 1.5355 -1.5113 1.0979
C 0.7699 -1.2163 0.2557 -1.1114 0.1018 -0.0111
C -2.4198 0.2232 -0.3106 -4.5527 4.0388 -0.8256
O -2.4526 1.3995 -0.1156 2.3350 -1.9693 0.5020
O -3.0334 -0.7012 -0.6695 2.0843 -1.9235 0.3364
H 0.6707 0.5310 1.5297 -0.9920 0.1884 0.1720
H 1.3368 2.1093 -0.0907 -1.1424 0.7620 0.3917
H 1.2657 0.9468 -1.3660 -0.8423 -0.4101 -0.5982
H 0.9780 -1.4074 -0.7964 -0.3620 -0.2439 -0.0009
H -0.0879 -1.7578 0.6569 0.0125 -0.5844 -0.4446
H 1.6272 -1.5813 0.8235 0.0723 0.3792 0.1191
```
Forces are in eV/Å.

Atom charges from the natural (NBO) analysis, given in e for atoms 1 to 5: number 1, C, carries -0.193; number 2, C, carries -0.383; number 3, C, carries -0.652; number 4, C, carries 0.988; number 5, O, carries -0.504